P:
{
  "formula": "C2H11NO3",
  "method": "ωB97M-V/def2-TZVPD",
  "homo_ev": -9.327,
  "spin_multiplicity": 1,
  "smiles": "CNCO.O.O",
  "e_lumo_ev": 0.618,
  "charge": 0,
  "species": ["O", "O", "O", "N", "C", "C", "H", "H", "H", "H", "H", "H", "H", "H", "H", "H", "H"],
  "coordinates": [[0.269, -2.708, -2.512], [1.286, 0.319, -0.113], [-1.834, 0.019, -2.074], [-0.262, 1.320, 1.503], [0.059, 0.364, 2.562], [0.787, 1.469, 0.523], [1.110, -2.306, -2.323], [-2.103, 0.096, -3.005], [-1.893, -0.882, -1.784], [0.234, -2.771, -3.458], [0.377, 2.103, -0.262], [-0.780, -0.141, 3.036], [1.585, 2.062, 0.973], [0.958, -0.480, 0.300], [0.521, 0.933, 3.379], [0.767, -0.412, 2.247], [-1.082, 1.013, 1.007]]
}


Q:
{
  "formula": "C2H11NO3",
  "method": "ωB97M-V/def2-TZVPD",
  "homo_ev": -7.887,
  "spin_multiplicity": 1,
  "smiles": "C=CN.O.O.O",
  "e_lumo_ev": 0.663,
  "charge": 0,
  "species": ["O", "O", "O", "N", "C", "C", "H", "H", "H", "H", "H", "H", "H", "H", "H", "H", "H"],
  "coordinates": [[-1.041, -0.171, 2.563], [0.142, -2.712, -0.915], [-2.149, -0.133, 0.028], [-0.001, 1.539, -0.519], [1.343, 1.553, -0.896], [1.989, 0.363, -0.695], [-2.677, -0.788, -0.383], [0.403, -3.174, -0.130], [-0.659, 0.645, 2.894], [-0.666, 2.314, -0.580], [1.614, 2.546, -1.397], [-2.742, 0.239, 0.689], [-0.247, -0.623, 2.198], [2.882, 0.106, -1.255], [0.913, -2.084, -0.987], [1.419, -0.341, -0.055], [-0.521, 0.722, -0.560]]
}


Energies in hartree, measured from the most stable structure: P 0.0000; Q 0.0229.